Here is C52H48BrCl5CrN9O3P2Se2 as an isolated structure in a non-equilibrium geometry from OMol25. Energies are from the ωB97M-V functional and the def2-TZVPD basis.

**Electronic energy**: -14133.8987 Eh
**Maximum force**: 1.7 eV Å⁻¹
**E_HOMO (spin up / spin down)**: -7.1 / -7.1 eV
**Gap between HOMO and LUMO (spin up / spin down)**: 7.13 / 7.13 eV
**⟨S²⟩**: 3.786
**Relative energy (zero: lowest compared OMol25 entry of this formula, charge and spin)**: 217.70 kJ/mol

ORCA input file:
```
! RIJCOSX wB97M-V def2-TZVPD def2/J DEFGRID3
* xyz 0 4
Cr 0.38483 -0.03488 0.38126
C -3.13714 2.29197 3.40120
N -1.77530 2.83462 3.32708
C -1.27598 3.32810 4.61092
C -0.40594 2.19061 5.12956
N -0.07399 1.47147 3.91042
C 0.75257 0.29704 4.07388
C -0.82027 1.88323 2.86105
N -0.70161 1.59221 1.59544
C -1.59813 2.36380 0.71936
C -0.90824 3.00850 -0.48283
N -0.68355 2.05462 -1.56335
C -0.70139 2.34350 -2.86380
N -1.44837 3.29278 -3.46666
C -2.63443 3.93059 -2.93613
C -1.20784 3.30492 -4.90791
C -0.20212 2.16553 -5.11033
N 0.05164 1.70299 -3.75626
C 1.17679 0.82817 -3.50813
H -3.27222 1.64673 4.27634
H -3.35305 1.70295 2.51264
H -3.84170 3.12185 3.45746
H -2.09560 3.57883 5.28007
H -0.67981 4.22390 4.42855
H -0.92860 1.52897 5.82934
H 0.50132 2.55060 5.61639
H 1.81061 0.55990 4.13240
H 0.57513 -0.38892 3.26054
H 0.46202 -0.20158 5.00137
H -2.04052 3.18176 1.28379
H -2.40624 1.71900 0.35801
H 0.04090 3.43701 -0.15690
H -1.53854 3.82916 -0.81961
H -2.41213 4.92877 -2.55213
H -3.07912 3.32748 -2.14646
H -3.36738 4.02378 -3.73613
H -0.81427 4.27516 -5.21778
H -2.14014 3.12406 -5.44458
H 0.72851 2.51037 -5.56365
H -0.59798 1.34792 -5.71591
H 1.11167 -0.04683 -4.15225
H 2.11977 1.34789 -3.69667
H 1.17817 0.49290 -2.48119
Se -2.52752 -4.23169 4.87212
P -2.54296 -4.57033 2.80180
C -1.46330 -6.00298 2.54349
C -0.12048 -5.74803 2.28789
C 0.81081 -6.76882 2.37007
C 0.39898 -8.06018 2.66547
C -0.93713 -8.31331 2.93984
C -1.86077 -7.28284 2.91747
C -4.27974 -4.77237 2.27842
C -5.05542 -3.63356 2.49898
C -6.42659 -3.68046 2.32932
C -7.03669 -4.86593 1.94040
C -6.27089 -5.99798 1.72061
C -4.89430 -5.95849 1.89675
C -1.89848 -3.14215 1.85852
C -1.34507 -2.70924 0.60754
N -0.91075 -1.42115 0.89776
N -1.19805 -1.14056 2.16009
N -1.76973 -2.12863 2.73536
P -1.61399 -3.46248 -1.08438
Se -0.74485 -2.96262 -2.94576
C -1.45420 -5.28370 -0.98837
C -2.44253 -6.06840 -0.40872
C -2.38649 -7.44870 -0.50624
C -1.33954 -8.05970 -1.17665
C -0.35475 -7.28304 -1.76762
C -0.41966 -5.90232 -1.68160
C -3.42065 -3.23631 -1.22993
C -4.07426 -2.17237 -0.62155
C -5.45083 -2.04751 -0.73392
C -6.18099 -2.98647 -1.44349
C -5.52434 -4.01522 -2.10548
C -4.14766 -4.12650 -2.01794
H 0.19727 -4.74023 2.05685
H 1.86007 -6.54524 2.23336
H 1.12539 -8.86171 2.71054
H -1.25345 -9.31557 3.20015
H -2.88655 -7.46939 3.20910
H -4.57006 -2.72503 2.83716
H -7.02331 -2.79747 2.51945
H -8.11155 -4.90473 1.81734
H -6.74382 -6.92719 1.42910
H -4.30979 -6.85509 1.73515
H -3.27901 -5.59426 0.08149
H -3.16978 -8.05331 -0.06621
H -1.30320 -9.13917 -1.25390
H 0.45154 -7.74572 -2.32266
H 0.31832 -5.29359 -2.18228
H -3.51068 -1.43938 -0.05632
H -5.95768 -1.22363 -0.24781
H -7.26070 -2.91782 -1.48393
H -6.08631 -4.73709 -2.68434
H -3.63031 -4.91075 -2.55564
O -1.69258 0.01018 -1.63244
C -0.81742 0.59862 -1.07778
Cl 2.07929 2.01339 0.23986
C 2.92251 0.89546 1.26277
C 2.17118 -0.23701 1.52020
C 2.82686 -1.22528 2.23676
Cl 1.96775 -2.68973 2.58161
C 4.13056 -1.06977 2.70684
Cl 4.88671 -2.31358 3.62928
C 4.82881 0.10755 2.43364
Cl 6.43154 0.32539 3.02110
C 4.21594 1.11750 1.69156
Cl 5.05138 2.57222 1.31843
Br 4.92188 -1.14157 -3.24831
C 4.30154 -2.65654 -2.29617
C 5.01732 -3.82742 -2.49414
C 4.59598 -5.00226 -1.89796
C 3.45372 -5.01620 -1.11714
C 2.76151 -3.83934 -0.89318
C 3.16465 -2.63960 -1.47290
C 2.38809 -1.39392 -1.13871
O 2.89148 -0.28489 -1.29089
O 1.18711 -1.55922 -0.68316
H 5.89502 -3.81253 -3.12496
H 5.16477 -5.91195 -2.04318
H 3.09420 -5.94374 -0.69510
H 1.88752 -3.82270 -0.25650
*
```

Here is C19H21N3ReS as an isolated structure in a non-equilibrium geometry from OMol25. Energies are from the ωB97M-V functional and the def2-TZVPD basis.

**Electronic energy**: -1375.6589 Eh
**Maximum force**: 3.1 eV Å⁻¹
**E_HOMO (spin up / spin down)**: -21.8 / -21.8 eV
**Gap between HOMO and LUMO (spin up / spin down)**: 4.60 / 5.05 eV
**⟨S²⟩**: 0.772

ORCA input file:
```
! RIJCOSX wB97M-V def2-TZVPD def2/J DEFGRID3
* xyz 4 2
Re -0.09236 -0.24350 -0.79225
C 2.41344 -0.95980 -2.68825
C 2.86404 -0.79110 -1.28975
C 4.21434 -0.92510 -0.92085
C 4.56574 -0.87810 0.41545
C 3.56894 -0.72540 1.38575
C 2.24734 -0.58100 0.97435
N 1.92544 -0.56280 -0.35425
C 1.08054 -0.52960 1.86845
C 1.09444 -0.71760 3.25035
C -0.11606 -0.76770 3.93895
C -1.31856 -0.62920 3.25175
C -1.29516 -0.44960 1.86765
N -0.10216 -0.38220 1.21675
C -2.46176 -0.45310 0.97765
C -3.78456 -0.59740 1.39755
C -4.78866 -0.74600 0.43625
C -4.44646 -0.79140 -0.90055
C -3.09476 -0.65680 -1.27695
C -2.66286 -0.85450 -2.67395
N -2.14516 -0.43250 -0.35285
H 2.72954 -1.94590 -3.05325
H 2.88354 -0.25180 -3.37615
H 1.31404 -0.89220 -2.78995
H 4.95964 -1.08820 -1.69065
H 5.60064 -0.99850 0.71965
H 3.83134 -0.71800 2.43285
H 2.02024 -0.84980 3.78955
H -0.12276 -0.94500 5.00835
H -2.25186 -0.69260 3.79055
H -4.04126 -0.60320 2.44685
H -5.82256 -0.86780 0.74785
H -5.19536 -0.96220 -1.66625
H -3.00046 -1.84130 -3.01645
H -1.56436 -0.79730 -2.78975
H -3.13456 -0.15120 -3.36715
C 1.80884 2.80500 -0.56875
S 0.43934 2.13610 -1.51255
C -0.90276 3.18330 -0.97295
H 1.52204 3.08400 0.44205
H 2.14754 3.70680 -1.09175
H 2.63914 2.10360 -0.55105
H -0.77386 4.16300 -1.45075
H -0.90476 3.33160 0.10705
H -1.84716 2.76610 -1.31855
*
```

Which formula does entry 2 have? C19H21N3ReS

Number 1 is which compound? C52H48BrCl5CrN9O3P2Se2